(1)
{"formula": "C5H15N3O2", "method": "ωB97M-V with the def2-TZVPD basis set", "e_homo_ev": [-6.8506, -11.0264], "charge": 1, "e_tot_ha": -513.898953, "multiplicity": 2, "e_lumo_ev": [-3.3, -3.3], "homo_lumo_gap_ha": [0.13101, 0.28404], "species": ["C", "C", "C", "C", "N", "C", "N", "N", "H", "H", "H", "H", "H", "H", "H", "H", "H", "H", "H", "H", "H", "O", "H", "H", "O"], "xyz": [[-1.34, 1.64, -0.60], [0.10, 1.36, -0.11], [0.38, 0.45, 0.95], [-0.42, 0.27, 2.05], [0.14, -0.82, 2.80], [1.39, -1.04, 2.23], [1.47, -0.39, 1.06], [-1.86, 0.51, -1.54], [-2.10, 1.57, 0.27], [-1.47, 2.60, -1.05], [0.63, 1.15, -1.11], [0.77, 2.34, 0.26], [-1.39, 0.84, 2.35], [-0.04, -0.91, 3.75], [2.14, -1.70, 2.67], [2.11, -0.75, 0.30], [-1.74, -0.45, -0.96], [-2.91, 0.71, -1.71], [-1.28, 0.39, -2.39], [3.92, -0.64, -1.61], [3.20, 0.67, -2.01], [3.07, -0.18, -1.53], [-2.04, -2.94, -0.80], [-1.27, -2.52, -2.07], [-1.47, -2.16, -1.21]], "lowdin_charge": [-0.1392, -0.1630, -0.3584, -0.0537, 0.0083, -0.2199, 0.0443, 0.1273, 0.1393, 0.1111, 0.1219, 0.1977, 0.1468, 0.1055, 0.1065, 0.1438, 0.1478, 0.2021, 0.1578, 0.0600, 0.0638, -0.0752, 0.1528, 0.0531, -0.0806]}

(2)
{"formula": "C4H10NO3PS", "method": "ωB97M-V with the def2-TZVPD basis set", "e_homo_ev": -8.8036, "charge": 0, "e_tot_ha": -1178.419852, "smiles": "COP(S)OC.CN=C=O", "e_lumo_ev": 0.7, "de_lowest_kcal_mol": 28.2, "homo_lumo_gap_ha": 0.34855, "species": ["C", "O", "P", "S", "O", "C", "H", "H", "H", "H", "H", "H", "H", "C", "N", "C", "O", "H", "H", "H"], "xyz": [[3.37, -1.63, -0.14], [2.01, -1.88, 0.32], [0.67, -1.06, -0.04], [1.16, 0.84, 0.91], [1.06, -0.69, -1.53], [0.07, -0.55, -2.49], [3.38, -0.62, -0.72], [3.76, -2.48, -0.73], [3.93, -1.55, 0.83], [1.72, 0.28, 2.03], [-0.13, -1.57, -3.03], [0.26, 0.28, -3.17], [-0.89, -0.32, -2.02], [-3.30, 1.42, 2.18], [-2.88, 1.95, 0.93], [-2.23, 1.85, -0.04], [-1.68, 1.96, -1.04], [-2.56, 1.11, 2.91], [-3.93, 2.15, 2.72], [-3.79, 0.51, 2.12]], "lowdin_charge": [-0.1223, -0.4960, 0.5756, 0.3731, -0.4577, -0.1805, 0.0998, 0.0800, 0.0924, -0.1803, 0.1175, 0.0900, 0.0436, -0.0994, 0.0993, -0.3912, 0.1341, 0.0749, 0.0924, 0.0546]}

(3)
{"formula": "C4H6N2O", "method": "ωB97M-V with the def2-TZVPD basis set", "e_homo_ev": -8.3009, "charge": 0, "e_tot_ha": -340.513916, "smiles": "N/N=C1/CO1.C#C", "e_lumo_ev": 1.1, "de_lowest_kcal_mol": 176.3, "homo_lumo_gap_ha": 0.34437, "species": ["N", "N", "C", "C", "O", "H", "H", "H", "H", "C", "C", "H", "H"], "xyz": [[-0.75, 1.75, -0.34], [-0.08, 0.79, -1.01], [0.65, 0.03, -0.34], [1.65, -0.98, -0.60], [1.51, -0.25, 0.56], [-1.23, 2.37, -0.88], [-0.65, 2.06, 0.61], [1.27, -1.95, -0.49], [2.47, -0.80, -1.26], [-1.78, -0.44, 0.80], [-0.90, -1.17, 1.15], [-2.12, 0.40, 0.47], [-0.04, -1.82, 1.33]], "lowdin_charge": [-0.0231, 0.0500, -0.4941, -0.0484, 0.0685, 0.0535, 0.1067, 0.0888, 0.1146, 0.0273, 0.0267, -0.0398, 0.0693]}

(4)
{"formula": "H3O2", "method": "ωB97M-V with the def2-TZVPD basis set", "e_homo_ev": -3.0263, "charge": -1, "e_tot_ha": -152.266241, "e_lumo_ev": 5.3, "de_lowest_kcal_mol": 10.4, "homo_lumo_gap_ha": 0.30768, "species": ["O", "H", "O", "H", "H"], "xyz": [[-0.78, 0.70, 0.94], [-1.07, 1.37, 0.37], [0.93, -0.69, -0.71], [0.89, -1.66, -0.83], [0.03, 0.27, 0.23]], "lowdin_charge": [-0.2547, -0.0760, -0.5713, -0.1508, 0.0528]}

Question: What is the charge in the fourth record?
Answer: -1

Question: Which value of charge does entry 2 give?
Answer: 0